C24H25CuFN5O4PS2 as an isolated structure in a non-equilibrium geometry, computed with the ωB97M-V functional and the def2-TZVPD basis.

```
63
C24H25CuFN5O4PS2 | the OMol25 dataset | the ωB97M-V functional and the def2-TZVPD basis
Cu -0.181 -3.886 1.117
O 1.371 -1.214 3.477
S 0.759 -0.738 2.225
O -0.635 -0.280 2.301
O 0.655 -1.856 1.177
C 1.985 0.332 1.412
C 3.268 -0.178 1.537
C 4.185 0.175 0.558
C 3.931 1.208 -0.327
C 2.708 1.912 -0.304
C 1.622 1.335 0.451
P -0.091 1.810 0.017
C -0.027 3.030 -1.282
C -0.281 2.659 -2.612
C -0.141 3.622 -3.673
C 0.275 4.907 -3.337
C 0.533 5.299 -2.017
C 0.367 4.325 -1.022
C -0.910 2.444 1.481
C -0.133 3.000 2.488
C -0.688 3.283 3.705
C -2.071 3.193 3.898
C -2.917 2.743 2.888
C -2.282 2.390 1.691
H 3.571 -0.830 2.381
H 5.162 -0.386 0.436
H 4.781 1.644 -0.873
H 2.558 2.819 -0.906
H -0.406 1.605 -2.858
H -0.273 3.363 -4.745
H 0.494 5.546 -4.164
H 1.003 6.261 -1.763
H 0.710 4.630 -0.037
H 0.897 3.285 2.438
H -0.097 3.633 4.549
H -2.560 3.366 4.880
H -3.982 2.616 3.060
H -2.849 1.960 0.782
C -4.572 -2.965 0.325
N -3.456 -3.085 -0.579
C -3.605 -2.468 -1.815
C -2.521 -2.221 -2.602
C -1.245 -2.826 -2.140
N -1.159 -3.366 -0.934
C -2.237 -3.404 -0.127
O -2.139 -3.693 1.119
N -0.077 -2.764 -2.828
H -4.547 -3.666 1.210
H -5.521 -3.128 -0.181
H -4.542 -1.952 0.750
H -4.607 -2.271 -2.127
H -2.605 -1.617 -3.552
H -0.002 -2.035 -3.520
H 0.691 -3.363 -2.567
F -1.105 0.715 -0.729
N 2.828 -3.132 0.259
C 2.695 -4.449 0.504
N 3.380 -5.405 -0.166
S 1.624 -4.993 1.767
H 3.436 -2.826 -0.501
H 2.026 -2.503 0.442
H 3.946 -5.237 -0.999
H 3.003 -6.371 -0.036
```

Summary:
Total charge: -1
Orbital gap (alpha / beta) (eV): 2.76 / 2.78
Relative energy (zero: lowest compared OMol25 entry of this formula, charge and spin) (kcal per mole): 83.1



C24H25N4OPd as an isolated structure in a non-equilibrium geometry, computed with the ωB97M-V functional and the def2-TZVPD basis.

```
55
C24H25N4OPd | the OMol25 dataset | the ωB97M-V functional and the def2-TZVPD basis
C 1.815 0.190 2.593
C 2.105 -0.526 1.411
C 1.811 0.296 0.290
H 2.594 -1.497 1.346
C 1.278 1.552 0.762
C 1.384 1.519 2.209
H 1.125 2.462 0.184
C -1.046 -1.910 2.925
C -0.225 -2.901 2.379
C -0.451 -2.972 0.969
H 0.500 -3.512 2.893
C -1.350 -1.968 0.605
C -1.723 -1.218 1.825
H 1.969 0.039 -0.764
H 1.353 2.403 2.831
H 2.047 -0.108 3.615
H -2.680 -0.700 1.914
H 0.030 -3.680 0.297
H -1.172 -1.668 3.980
Pd -0.630 0.781 1.879
C -1.681 -1.539 -0.808
C -3.170 -1.360 -1.054
C -1.086 -2.488 -1.882
H -3.699 -2.263 -0.742
H -3.403 -1.218 -2.118
H -3.545 -0.504 -0.490
H -1.475 -3.509 -1.774
H 0.020 -2.546 -1.901
H -1.389 -2.176 -2.899
C -0.905 -0.206 -0.940
C -1.591 1.117 -0.856
H -0.371 -0.180 -1.889
H -0.165 -0.243 -0.118
O -1.956 1.600 0.263
N -1.707 1.778 -2.078
C -0.611 2.624 -2.626
H -2.656 2.072 -2.279
C 0.729 1.926 -2.884
C 1.953 2.505 -2.473
H 1.966 3.503 -2.007
C 3.192 1.869 -2.714
H 4.133 2.345 -2.384
C 3.239 0.624 -3.360
H 4.198 0.117 -3.525
C 2.035 0.054 -3.784
H 2.038 -0.923 -4.264
C 0.816 0.735 -3.618
H -0.097 0.344 -4.063
H -0.407 3.401 -1.865
H -0.995 3.096 -3.554
N -0.694 1.012 3.871
C -0.584 0.937 5.041
N -0.754 1.062 6.302
C -0.263 0.253 7.220
N 0.151 -0.397 8.108
```

Summary:
Total charge: -1
Orbital gap (alpha / beta) (eV): 6.13 / 6.05
Multiplicity: 3
Relative energy (zero: lowest compared OMol25 entry of this formula, charge and spin) (kcal per mole): 8.0
⟨S²⟩: 2.0240



C24H25N4RuSi as an isolated structure in a non-equilibrium geometry, computed with the ωB97M-V functional and the def2-TZVPD basis.

```
55
C24H25N4RuSi | the OMol25 dataset | the ωB97M-V functional and the def2-TZVPD basis
Ru 0.008 -0.354 -0.334
C 4.349 -0.456 0.181
C 4.682 0.886 0.044
C 3.667 1.827 -0.048
C 2.341 1.401 -0.056
N 2.037 0.083 0.021
C 3.008 -0.811 0.176
C 1.173 2.295 -0.099
C 1.201 3.686 -0.016
C -0.001 4.381 0.012
C -1.200 3.685 -0.028
C -1.173 2.294 -0.112
N 0.001 1.640 -0.170
C -2.340 1.399 -0.087
C -3.666 1.828 -0.050
C -4.683 0.887 0.028
C -4.353 -0.459 0.096
C -3.014 -0.819 0.062
N -2.039 0.080 -0.054
H 5.108 -1.217 0.271
H 5.718 1.193 0.021
H 3.906 2.876 -0.116
H 2.705 -1.849 0.288
H 2.138 4.216 0.031
H -0.001 5.459 0.086
H -2.138 4.217 0.008
H -3.903 2.879 -0.078
H -5.718 1.199 0.045
H -5.113 -1.223 0.160
H -2.714 -1.861 0.121
C 1.582 -2.058 -2.478
Si 0.076 -2.967 -1.682
C 0.083 -4.854 -1.856
C -1.370 -2.012 -2.540
N 0.016 -2.394 -0.004
C -0.047 -2.886 1.224
C -0.097 -1.929 2.289
C -0.174 -2.319 3.596
C -0.201 -3.684 3.913
C -0.150 -4.639 2.895
C -0.075 -4.264 1.577
H 1.569 -2.290 -3.540
H 2.547 -2.376 -2.096
H 1.509 -0.958 -2.403
H 0.138 -5.074 -2.920
H -0.822 -5.314 -1.469
H 0.948 -5.309 -1.382
H -1.305 -2.214 -3.606
H -1.277 -0.911 -2.433
H -2.361 -2.315 -2.218
H -0.069 -0.858 2.000
H -0.214 -1.586 4.386
H -0.261 -3.988 4.947
H -0.170 -5.687 3.157
H -0.035 -5.009 0.797
```

Summary:
Total charge: +3
Orbital gap (alpha / beta) (eV): 7.26 / 5.99
Multiplicity: 5
⟨S²⟩: 6.0447



C24H25NO2S as an isolated structure in a non-equilibrium geometry, computed with the ωB97M-V functional and the def2-TZVPD basis.

```
53
C24H25NO2S | the OMol25 dataset | the ωB97M-V functional and the def2-TZVPD basis
C -3.006 2.877 4.315
H -2.522 3.912 4.021
H -2.562 2.698 5.219
H -3.974 3.198 4.556
C -2.716 1.972 3.186
C -1.414 1.460 2.787
C -0.733 2.107 1.870
C 0.510 2.148 1.432
C 1.194 1.057 2.022
C 0.558 0.262 3.131
C -0.965 0.506 3.283
H -1.315 -0.025 3.991
H 1.221 -0.475 3.651
O 2.353 0.802 1.677
C 3.242 -0.225 1.999
C 4.066 -0.885 0.853
N 3.387 -1.452 -0.043
C 2.900 -0.877 -1.274
O 3.219 0.388 -1.664
C 1.784 -1.663 -2.083
C 2.096 -1.597 -3.529
C 1.050 -2.504 -4.336
C -0.090 -2.947 -3.718
C -0.272 -2.977 -2.338
C 0.622 -1.878 -1.686
S 0.259 -1.831 0.253
C -1.205 -1.149 0.124
C -1.641 -0.241 -1.241
C -2.488 -0.698 -2.118
C -2.592 0.122 -3.208
C -1.748 1.217 -3.609
C -0.570 1.498 -2.717
C -0.610 0.684 -1.461
H 0.372 0.862 -0.759
H 0.169 2.134 -2.865
H -1.927 1.729 -4.506
H -3.356 0.136 -4.023
H -3.339 -1.558 -1.807
H -2.153 -1.943 0.053
H -1.567 -0.634 0.833
H -1.070 -3.366 -1.730
H -0.776 -3.710 -4.360
H 1.375 -2.473 -5.377
H 3.061 -1.251 -3.856
H 2.779 -2.216 -0.011
H 4.875 -1.328 1.338
H 4.539 0.142 0.518
H 3.906 -0.089 3.098
H 2.464 -1.049 2.253
H 0.972 2.547 0.654
H -1.382 3.183 1.325
H -3.440 1.011 3.504
H -3.539 2.386 2.370
```

Summary:
Orbital gap (eV): 7.70
Relative energy (zero: lowest compared OMol25 entry of this formula, charge and spin) (kcal per mole): 419.4



Please write out number 4 again, unchanged.
C24H25NO2S as an isolated structure in a non-equilibrium geometry, computed with the ωB97M-V functional and the def2-TZVPD basis.

```
53
C24H25NO2S | the OMol25 dataset | the ωB97M-V functional and the def2-TZVPD basis
C -3.006 2.877 4.315
H -2.522 3.912 4.021
H -2.562 2.698 5.219
H -3.974 3.198 4.556
C -2.716 1.972 3.186
C -1.414 1.460 2.787
C -0.733 2.107 1.870
C 0.510 2.148 1.432
C 1.194 1.057 2.022
C 0.558 0.262 3.131
C -0.965 0.506 3.283
H -1.315 -0.025 3.991
H 1.221 -0.475 3.651
O 2.353 0.802 1.677
C 3.242 -0.225 1.999
C 4.066 -0.885 0.853
N 3.387 -1.452 -0.043
C 2.900 -0.877 -1.274
O 3.219 0.388 -1.664
C 1.784 -1.663 -2.083
C 2.096 -1.597 -3.529
C 1.050 -2.504 -4.336
C -0.090 -2.947 -3.718
C -0.272 -2.977 -2.338
C 0.622 -1.878 -1.686
S 0.259 -1.831 0.253
C -1.205 -1.149 0.124
C -1.641 -0.241 -1.241
C -2.488 -0.698 -2.118
C -2.592 0.122 -3.208
C -1.748 1.217 -3.609
C -0.570 1.498 -2.717
C -0.610 0.684 -1.461
H 0.372 0.862 -0.759
H 0.169 2.134 -2.865
H -1.927 1.729 -4.506
H -3.356 0.136 -4.023
H -3.339 -1.558 -1.807
H -2.153 -1.943 0.053
H -1.567 -0.634 0.833
H -1.070 -3.366 -1.730
H -0.776 -3.710 -4.360
H 1.375 -2.473 -5.377
H 3.061 -1.251 -3.856
H 2.779 -2.216 -0.011
H 4.875 -1.328 1.338
H 4.539 0.142 0.518
H 3.906 -0.089 3.098
H 2.464 -1.049 2.253
H 0.972 2.547 0.654
H -1.382 3.183 1.325
H -3.440 1.011 3.504
H -3.539 2.386 2.370
```

Summary:
Orbital gap (eV): 7.70
Relative energy (zero: lowest compared OMol25 entry of this formula, charge and spin) (kcal per mole): 419.4